[1]
The following is a DFT calculation (ωB97M-V/def2-TZVPD) of C7H4INO in the gas phase.

Output
ΔE to the lowest compared entry with this formula, charge and spin = 5.332 eV
Frontier orbital gap (spin up / spin down) = 8.0 / 8.0 eV
LUMO (spin up / spin down) = -0.93 / -0.93 eV
HOMO energy (spin up / spin down) = -0.32983 / -0.32985 Ha

Element x y z (Å)
1 C 0.23661 1.39528 1.51018
2 C 0.83646 1.51811 0.26657
3 C 0.61293 -0.75167 0.66130
4 C -0.29305 -1.53860 -0.26426
5 C 0.23452 -0.07863 1.81228
6 C 0.57430 0.95742 -1.02103
7 C -0.85121 -0.50590 -1.23147
8 N 1.26549 0.19627 -0.08632
9 O -0.48491 -2.73001 -0.21949
10 I -0.79386 -0.98092 -3.29615
11 H 0.06521 2.29146 2.20254
12 H -0.14791 -0.57193 2.74884
13 H 0.76031 1.27985 -1.97759
14 H -2.01490 -0.48073 -1.10541

Here is what natural (NBO) gives for the atomic charges, in e: C -0.211; C 0.008; C 0.011; C 0.503; C -0.188; C 0.096; C -0.556; N -0.320; O -0.477; I 0.159; H 0.251; H 0.239; H 0.216; H 0.271

=====

[2]
The following is a DFT calculation (ωB97M-V/def2-TZVPD) of C49H56GeN4S2Tc as an isolated structure.

Output
ΔE to the lowest compared entry with this formula, charge and spin = 0.000 eV
Frontier orbital gap = 5.8 eV
Charge = +1
LUMO = -4.10 eV
HOMO energy = -0.36555 Ha

Element x y z (Å)
1 Tc 0.26163 0.10132 0.19157
2 C -1.89755 1.95907 3.89322
3 C -1.35238 1.07423 2.80739
4 S -0.61024 1.81428 1.48585
5 C -1.58479 -0.28982 2.78050
6 C -2.23521 -1.03267 3.90986
7 S -1.24677 -1.13429 1.35582
8 H -1.59087 2.99311 3.74614
9 H -1.55173 1.62888 4.87210
10 H -2.98906 1.92385 3.89670
11 H -2.91921 -0.39224 4.46410
12 H -1.47458 -1.39139 4.60844
13 H -2.78814 -1.89642 3.54202
14 C -4.03450 2.85257 -0.02579
15 C -3.19861 2.51411 -1.26497
16 C -4.06448 2.56389 -2.52442
17 C -1.99131 3.43861 -1.35489
18 C -2.22324 4.80628 -1.42844
19 C -1.18416 5.71764 -1.35749
20 C 0.10398 5.26120 -1.15620
21 C 0.39184 3.90079 -1.08618
22 C 1.81554 3.48004 -0.78359
23 C 2.26769 4.05950 0.55956
24 C 2.78206 3.88566 -1.89775
25 C -0.65737 2.99410 -1.26217
26 N -0.40316 1.58010 -1.29583
27 C -0.92367 0.92660 -2.30209
28 C -0.91152 -0.46513 -2.38700
29 C -1.49585 -1.27856 -3.36092
30 C -1.27240 -2.57743 -2.95729
31 C -0.54931 -2.53520 -1.74774
32 N -0.32464 -1.25097 -1.39098
33 C -0.08876 -3.79684 -1.04153
34 C -1.31814 -4.51634 -0.46653
35 C 0.58687 -4.71286 -2.07565
36 C 0.92081 -3.55347 0.07172
37 H -4.86643 2.15267 0.06985
38 H -4.45127 3.85851 -0.08708
39 H -3.42890 2.79442 0.88023
40 H -2.85679 1.48688 -1.12938
41 H -4.48761 3.55943 -2.66727
42 H -4.89278 1.85876 -2.44573
43 H -3.49599 2.32146 -3.42407
44 H -3.24062 5.16568 -1.51735
45 H -1.38287 6.77879 -1.42635
46 H 0.91059 5.97553 -1.05108
47 H 1.84454 2.39428 -0.69185
48 H 2.35700 5.14557 0.50796
49 H 3.24158 3.65883 0.84060
50 H 1.55623 3.82088 1.35198
51 H 2.85726 4.97200 -1.96882
52 H 2.45688 3.51384 -2.87051
53 H 3.78157 3.49392 -1.69654
54 H -1.38801 1.48406 -3.11384
55 H -2.01908 -0.93722 -4.24022
56 H -1.58664 -3.47178 -3.46799
57 H -2.03602 -4.75692 -1.25108
58 H -1.82270 -3.89913 0.27753
59 H -1.01183 -5.44895 0.01191
60 H -0.05986 -4.92570 -2.92465
61 H 0.84569 -5.66293 -1.60485
62 H 1.50411 -4.25727 -2.45455
63 H 0.47461 -3.07623 0.94063
64 H 1.74862 -2.93850 -0.27487
65 H 1.33277 -4.51212 0.39160
66 N 5.44501 -0.75278 -3.62708
67 C 4.37692 -0.53703 -2.82905
68 C 4.26704 -1.13007 -1.56327
69 C 3.16620 -0.86524 -0.78894
70 N 2.15325 -0.06006 -1.15074
71 C 2.26382 0.50203 -2.36451
72 C 3.32312 0.30210 -3.21376
73 H 6.15682 -1.41014 -3.36621
74 H 5.47543 -0.37708 -4.55708
75 H 5.02917 -1.79903 -1.18476
76 H 3.08502 -1.35308 0.17252
77 H 1.46592 1.15989 -2.66845
78 H 3.33175 0.80046 -4.17377
79 C 1.42987 -0.13780 1.41216
80 Ge 2.86892 -0.18207 2.79938
81 C 1.96165 -0.05480 4.51074
82 C 1.27002 1.10320 4.86946
83 C 0.72540 1.23322 6.13834
84 C 0.84677 0.19912 7.05698
85 C 1.52550 -0.95854 6.70985
86 C 2.08874 -1.08014 5.44617
87 C 3.76733 -1.89160 2.60423
88 C 3.03604 -3.07784 2.66874
89 C 3.66699 -4.30639 2.54464
90 C 5.04057 -4.36207 2.35270
91 C 5.78020 -3.19024 2.29140
92 C 5.14740 -1.96040 2.41599
93 C 4.08928 1.30084 2.51439
94 C 4.24881 2.27469 3.49812
95 C 5.16319 3.30668 3.33067
96 C 5.93664 3.37095 2.18228
97 C 5.79227 2.40389 1.19672
98 C 4.87107 1.38069 1.36024
99 H 1.17445 1.92076 4.16203
100 H 0.21623 2.14645 6.41999
101 H 0.42242 0.30274 8.04703
102 H 1.63096 -1.76192 7.42695
103 H 2.63910 -1.97878 5.19583
104 H 1.96199 -3.04660 2.81656
105 H 3.08901 -5.21982 2.60007
106 H 5.53483 -5.31996 2.25703
107 H 6.85325 -3.23301 2.15656
108 H 5.73820 -1.05289 2.38011
109 H 3.66588 2.22935 4.40992
110 H 5.27536 4.05645 4.10273
111 H 6.65355 4.17151 2.05568
112 H 6.39587 2.44929 0.29901
113 H 4.76986 0.63970 0.57629

Atom charges from the Löwdin analysis, given in e for atoms 1 to 99: Tc 1.014; C -0.103; C -0.719; S 0.848; C -0.711; C -0.087; S 0.824; H 0.078; H 0.065; H 0.094; H 0.081; H 0.089; H 0.077; C -0.052; C -0.382; C -0.053; C -0.150; C -0.030; C -0.051; C -0.028; C -0.154; C -0.384; C -0.047; C -0.052; C -0.225; N -0.111; C -0.118; C -0.321; C -0.005; C -0.028; C -0.235; N -0.041; C -0.538; C -0.035; C -0.040; C -0.077; H 0.085; H 0.080; H 0.060; H 0.112; H 0.081; H 0.085; H 0.073; H 0.114; H 0.110; H 0.114; H 0.076; H 0.083; H 0.059; H 0.059; H 0.081; H 0.077; H 0.078; H 0.147; H 0.116; H 0.108; H 0.088; H 0.062; H 0.091; H 0.075; H 0.089; H 0.091; H 0.019; H 0.062; H 0.089; N 0.150; C -0.301; C 0.005; C -0.170; N -0.024; C -0.125; C 0.014; H 0.111; H 0.112; H 0.122; H 0.061; H 0.098; H 0.122; C -0.358; Ge 0.967; C -0.274; C -0.133; C -0.088; C -0.070; C -0.070; C -0.091; C -0.301; C -0.129; C -0.074; C -0.071; C -0.074; C -0.096; C -0.277; C -0.093; C -0.069; C -0.076; C -0.082; C -0.122; H 0.101

=====

[3]
The following is a DFT calculation (ωB97M-V/def2-TZVPD) of CH2N2O2 in the gas phase.

Output
ΔE to the lowest compared entry with this formula, charge and spin = 9.547 eV
Frontier orbital gap = 10.5 eV
LUMO = 0.79 eV
HOMO energy = -0.35787 Ha

Element x y z (Å)
1 C 1.35224 0.44268 0.78033
2 N 1.29531 0.24631 -0.46998
3 N 0.49401 1.36609 -0.07182
4 O -1.40174 0.01432 0.36349
5 O -0.90017 1.22078 -0.05624
6 H 1.79655 -0.07182 -1.25626
7 H -1.83201 0.00160 1.27295

Here is what natural (NBO) gives for the atomic charges, in e: C 0.259; N -0.478; N -0.071; O -0.477; O -0.128; H 0.423; H 0.472

=====

[4]
The following is a DFT calculation (ωB97M-V/def2-TZVPD) of C25H47CeClINO3Si2 as an isolated structure.

Output
ΔE to the lowest compared entry with this formula, charge and spin = 0.340 eV
Frontier orbital gap (spin up / spin down) = 6.9 / 6.9 eV
Charge = +1
LUMO (spin up / spin down) = -3.00 / -2.99 eV
2S+1 = 2
HOMO energy (spin up / spin down) = -0.36482 / -0.36486 Ha

Element x y z (Å)
1 O 0.12096 1.99183 1.39536
2 O -1.28717 2.15470 -2.88613
3 C -1.28901 2.29597 1.60296
4 C -1.57807 2.73652 3.01769
5 H -1.82219 1.34241 1.37319
6 H -1.60831 3.05208 0.86697
7 H -1.40601 1.91759 3.70945
8 H -2.61278 3.05266 3.08792
9 H -0.97442 3.59659 3.28978
10 C 1.05142 2.98290 0.84367
11 C 0.41564 4.24185 0.31927
12 H 1.60200 2.48985 0.03245
13 H 1.74525 3.19545 1.65886
14 H -0.30947 4.05965 -0.46058
15 H 1.16449 4.88184 -0.13317
16 H -0.04817 4.81826 1.10436
17 C 0.09521 2.23577 -3.45623
18 C -2.46922 2.95223 -3.44584
19 C 0.76524 3.59232 -3.23643
20 H -0.02050 1.97364 -4.51282
21 H 0.64191 1.44142 -2.91767
22 H 0.22552 4.42933 -3.72226
23 H 1.74780 3.58890 -3.73957
24 H 0.93887 3.77981 -2.15513
25 C -2.09186 4.35062 -3.85438
26 H -3.19795 2.97552 -2.63314
27 H -2.86154 2.35796 -4.26748
28 H -1.64022 4.95887 -3.04325
29 H -2.98197 4.89493 -4.16575
30 H -1.46264 4.34674 -4.75837
31 H -1.58426 1.07902 -2.60995
32 Ce 0.43064 -0.42270 1.18483
33 C -1.82306 0.09138 -1.47377
34 Si -2.70531 -1.57666 -1.63374
35 H -2.22680 0.85690 -0.78685
36 H -0.70842 -0.00054 -1.30998
37 C -4.49836 -1.06164 -1.87556
38 C -2.72564 -3.17146 -0.58303
39 C -1.93556 -1.94080 -3.31653
40 C 1.52340 0.20894 3.05081
41 Si 3.17878 0.32292 2.16778
42 H 1.38711 -0.54939 3.84070
43 H 1.07775 1.17981 3.40168
44 C 3.97437 1.96833 2.61512
45 C 3.19832 0.19042 0.28974
46 C 4.09795 -1.15196 2.87922
47 H -1.48358 -0.99270 -3.65218
48 H -2.68998 -2.27467 -4.05069
49 H -1.12878 -2.68998 -3.23497
50 H -4.98316 -0.80418 -0.92435
51 H -5.11265 -1.81075 -2.39375
52 H -4.46556 -0.15478 -2.49426
53 H -2.43220 -3.02120 0.46734
54 H -2.06109 -3.96477 -0.98869
55 H -3.74288 -3.63421 -0.56765
56 H 3.17723 1.17244 -0.21694
57 H 2.51824 -0.49269 -0.28086
58 H 4.21179 -0.22744 0.14278
59 H 5.15991 -1.07537 2.63866
60 H 3.68007 -2.07354 2.46026
61 H 3.95361 -1.16330 3.96462
62 H 5.06626 1.82555 2.69114
63 H 3.58669 2.31767 3.58722
64 H 3.76515 2.74380 1.85627
65 Cl 0.88757 -7.65613 1.43424
66 C 0.81117 -6.05798 0.90386
67 C 0.80499 -5.78467 -0.45063
68 C 0.78038 -4.47171 -0.92483
69 I 0.90925 -4.27070 -3.03002
70 C 0.70083 -3.37922 -0.00645
71 O 0.57072 -2.10746 -0.35448
72 C 0.67500 -3.67689 1.42393
73 N 0.37987 -2.63872 2.29105
74 C 0.31471 -2.88635 3.61818
75 C 0.60436 -4.13419 4.16220
76 C 0.76157 -5.21198 3.29409
77 C 0.77486 -5.02324 1.89587
78 H 0.84735 -6.59751 -1.16324
79 H 0.07008 -2.03097 4.23438
80 H 0.70687 -4.23866 5.24276
81 H 0.86766 -6.22425 3.67095

Here is what Löwdin gives for the atomic charges, in e: O -0.362; O -0.209; C -0.233; C -0.037; H 0.107; H 0.121; H 0.082; H 0.091; H 0.089; C -0.183; C -0.064; H 0.107; H 0.112; H 0.064; H 0.095; H 0.088; C -0.143; C -0.123; C -0.064; H 0.132; H 0.126; H 0.058; H 0.096; H 0.057; C -0.091; H 0.128; H 0.129; H 0.092; H 0.090; H 0.088; H 0.064; Ce 1.189; C -0.255; Si 0.458; H -0.014; H -0.030; C -0.204; C -0.169; C -0.215; C -0.419; Si 0.405; H 0.009; H 0.040; C -0.163; C -0.166; C -0.157; H 0.012; H 0.038; H -0.119; H 0.027; H 0.034; H 0.018; H 0.013; H 0.025; H 0.043; H 0.046; H 0.028; H 0.074; H 0.038; H 0.037; H 0.046; H 0.043; H 0.048; H 0.023; Cl 0.762; C -0.643; C -0.182; C -0.589; I 1.011; C -0.368; O -0.305; C -0.123; N -0.014; C -0.097; C -0.018; C 0.014; C -0.157; H 0.090; H 0.111; H 0.120; H 0.099

=====

Which value of ΔE to the lowest compared entry with this formula, charge and spin does entry 3 give?
9.547 eV

=====

Among the records above, which one has the lowest ΔE to the lowest compared entry with this formula, charge and spin?
C49H56GeN4S2Tc